(1)
{
  "formula": "C5H10N2O2S",
  "method": "the ωB97M-V functional and the def2-TZVPD basis",
  "de_lowest_kcal_mol": 10.8,
  "e_homo_ha": -0.304,
  "total_energy_ha": -854.64969,
  "species": ["C", "N", "C", "O", "O", "C", "C", "N", "S", "C", "H", "H", "H", "H", "H", "H", "H", "H", "H", "H"],
  "xyz": [[1.546, -2.237, -1.933], [1.736, -1.346, -0.805], [1.537, 0.010, -0.813], [1.430, 0.808, -1.713], [1.648, 0.410, 0.477], [0.583, 1.105, 1.015], [0.924, 2.117, 1.995], [-0.625, 1.007, 0.680], [-1.286, -0.164, -0.212], [-3.068, 0.289, 0.188], [1.374, -1.662, -2.781], [2.434, -2.743, -2.364], [0.795, -3.028, -1.906], [1.292, -1.716, 0.003], [0.216, 3.026, 1.945], [0.883, 1.765, 3.038], [1.975, 2.542, 1.942], [-3.566, -0.426, -0.337], [-3.156, 1.267, -0.138], [-3.128, 0.442, 1.260]],
  "atomic_forces_ev_per_a": [[1.2, -0.5, -1.2], [-0.5, -1.0, -0.6], [0.6, 0.1, -1.7], [0.0, -1.1, 0.4], [-0.5, 0.4, 1.8], [-0.2, 0.6, -1.2], [1.2, 3.2, 1.8], [0.7, 0.6, 1.2], [-2.0, -0.9, -0.7], [3.8, 0.6, 1.5], [-1.1, 1.4, -1.5], [0.3, 0.1, 1.3], [-0.3, 0.5, 0.8], [0.3, -0.3, 1.0], [1.0, -1.6, -0.1], [-0.3, -0.2, -0.3], [-1.1, -0.7, -0.5], [-2.2, -1.8, -0.9], [-0.5, 1.8, -1.4], [-0.4, -1.1, 0.3]],
  "mulliken_charge": [-0.93, -0.18, 0.39, -0.54, -0.38, 0.73, -0.98, -0.36, 0.11, -0.98, 0.35, 0.33, 0.29, 0.31, 0.30, 0.23, 0.30, 0.38, 0.33, 0.30]
}

(2)
{
  "formula": "C5H10N2O3",
  "method": "the ωB97M-V functional and the def2-TZVPD basis",
  "de_lowest_kcal_mol": 181.8,
  "e_homo_ha": [-0.281, -0.280],
  "total_energy_ha": -531.51537,
  "species": ["C", "C", "C", "N", "C", "C", "O", "O", "N", "O", "H", "H", "H", "H", "H", "H", "H", "H", "H", "H"],
  "xyz": [[0.138, 0.639, 0.317], [-2.364, -0.464, -1.350], [0.125, 0.606, 1.816], [-1.943, -0.331, 0.027], [2.678, 0.758, -0.180], [0.410, -0.424, -0.443], [-1.959, -1.590, 0.635], [3.414, 1.770, 0.376], [0.689, -1.387, -1.099], [3.241, -0.106, -0.798], [-1.655, -2.256, -0.012], [2.800, 2.369, 0.818], [-0.132, 1.547, -0.203], [1.691, -1.481, -1.327], [-3.424, -0.750, -1.382], [-2.250, 0.504, -1.840], [-1.796, -1.222, -1.919], [0.709, 1.438, 2.212], [0.536, -0.325, 2.200], [-0.907, 0.704, 2.155]],
  "atomic_forces_ev_per_a": [[0.6, -0.4, -0.4], [0.0, -0.1, -0.1], [-0.1, 0.0, -0.1], [-1.4, -0.7, 0.3], [1.4, -0.2, -0.4], [0.3, 1.1, 0.8], [0.2, 0.4, -0.3], [-0.4, -0.2, -0.1], [0.1, -0.7, -0.5], [-0.6, 0.5, 0.4], [-0.1, 0.1, 0.0], [0.0, 0.0, 0.0], [0.0, 0.0, 0.0], [-0.1, 0.1, 0.1], [0.1, 0.1, 0.1], [0.0, 0.0, 0.0], [0.0, 0.1, 0.1], [0.0, 0.0, 0.0], [0.0, 0.0, 0.0], [0.0, 0.0, 0.1]],
  "mulliken_charge": [0.10, -0.88, -1.18, -0.27, 0.34, 0.34, -0.35, -0.42, -0.49, -0.50, 0.34, 0.35, 0.27, 0.35, 0.27, 0.28, 0.38, 0.35, 0.32, 0.40]
}

(3)
{
  "formula": "C5H10N2O3S",
  "method": "the ωB97M-V functional and the def2-TZVPD basis",
  "de_lowest_kcal_mol": 101.0,
  "e_homo_ha": -0.385,
  "total_energy_ha": -929.83287,
  "species": ["C", "C", "C", "C", "C", "N", "N", "S", "O", "O", "O", "H", "H", "H", "H", "H", "H", "H", "H", "H", "H"],
  "xyz": [[1.934, -1.017, -0.024], [0.765, -0.064, 0.084], [1.181, 1.159, 0.966], [0.326, 0.458, -1.310], [-0.606, -0.548, 0.760], [-1.209, -1.600, -0.013], [-2.245, -1.338, -0.568], [-2.823, 0.248, -0.073], [-2.856, 1.068, -1.174], [-3.935, 0.241, 0.769], [-1.516, 0.565, 0.792], [1.748, -1.843, -0.749], [1.956, -1.599, 0.941], [2.792, -0.471, -0.326], [2.162, 1.436, 0.487], [0.479, 1.865, 0.930], [1.476, 0.729, 1.876], [1.175, 0.730, -1.755], [-0.375, 1.410, -1.333], [-0.093, -0.381, -1.962], [-0.337, -1.047, 1.682]],
  "atomic_forces_ev_per_a": [[-2.4, -2.6, 0.8], [-2.6, 1.8, -0.4], [4.0, -3.8, -2.8], [-3.7, -0.4, 0.8], [1.5, 0.1, -0.7], [1.2, -0.6, -0.4], [-1.7, -0.1, 0.0], [1.3, -1.0, 1.6], [0.1, 2.2, -3.4], [-1.5, -0.8, 1.4], [0.8, -1.0, 0.8], [0.1, 0.8, 0.1], [0.9, 0.8, -0.6], [1.0, 0.2, 0.2], [-1.0, 0.5, 0.5], [-2.5, 3.0, 0.4], [0.0, 0.0, 1.9], [3.5, 1.3, -2.1], [1.3, -2.2, 0.3], [0.3, 1.2, 0.9], [-0.5, 0.6, 0.9]],
  "mulliken_charge": [-1.66, 1.42, -1.85, -1.78, 0.06, -0.20, -0.21, 1.03, -0.49, -0.54, -0.37, 0.36, 0.37, 0.48, 0.39, 0.58, 0.45, 0.70, 0.24, 0.37, 0.65]
}